# C64H53BHfN5O3P2S

C64H53BHfN5O3P2S as an isolated structure (ωB97M-V/def2-TZVPD, the OMol25 dataset).

The orbital gap is 6.0 eV. The HOMO energy is -14.25 eV. As for the energy above the lowest of the compared OMol25 structures with the same formula, charge and spin: 0.000 eV.

ORCA input file:
```
! RIJCOSX wB97M-V def2-TZVPD def2/J DEFGRID3
* xyz 3 1
Hf 0.36179 -0.18082 -0.06045
O 1.91650 -0.44057 1.36153
S 1.51218 0.17809 2.75650
C 1.96113 -1.02308 3.96584
C 2.89508 -0.72070 4.93956
C 3.23904 -1.60156 5.97174
C 2.58850 -2.80106 6.02558
C 2.71822 -3.93316 7.00540
C 1.66310 -4.97009 6.55492
C 0.99818 -4.34229 5.36178
C -0.03991 -4.77621 4.58422
C -0.45044 -3.95211 3.53434
C 0.11967 -2.72612 3.21430
P -0.66709 -2.06068 1.68963
C -0.22764 -3.37751 0.50570
C -1.05523 -4.36562 -0.01206
C -0.56513 -5.24441 -0.96962
C 0.74850 -5.15468 -1.41035
C 1.59014 -4.19320 -0.86953
C 1.10986 -3.30748 0.08314
C -2.42530 -2.08075 2.13981
C -3.46316 -2.53480 1.33113
C -4.76376 -2.54204 1.81956
C -5.04164 -2.07759 3.09534
C -4.01466 -1.58259 3.89019
C -2.71314 -1.58749 3.41815
C 1.19964 -2.24363 4.01101
C 1.58661 -3.09527 5.07309
C 2.53958 1.57374 2.94876
C 3.91263 1.48870 3.12977
C 4.68009 2.59237 3.51901
C 4.02678 3.77685 3.77645
C 4.52506 5.10067 4.29045
C 3.27868 6.02606 4.29370
C 2.16678 5.17782 3.73658
C 0.86418 5.46049 3.41596
C 0.11895 4.46938 2.75746
C 0.57028 3.17440 2.52398
P -0.30636 2.28351 1.20860
C -1.98899 1.86823 1.69872
C -2.67055 2.40568 2.78652
C -4.01635 2.11744 2.96380
C -4.68569 1.29617 2.06257
C -4.00410 0.72751 0.99647
C -2.65712 1.00830 0.82936
C -0.48635 3.55593 -0.07618
C -1.69859 4.18645 -0.33753
C -1.78160 5.13020 -1.35513
C -0.66022 5.44056 -2.11254
C 0.55563 4.81660 -1.84751
C 0.64154 3.87789 -0.83354
C 1.87082 2.82807 2.98675
C 2.65012 3.87814 3.49735
H 3.36414 0.24808 4.93914
H 3.98136 -1.31205 6.70293
H 2.54095 -3.58320 8.02297
H 3.73038 -4.33908 6.98952
H 0.93497 -5.18244 7.33802
H 2.11629 -5.92448 6.28440
H -0.54256 -5.71761 4.76176
H -1.27834 -4.30653 2.93026
H -2.07498 -4.47289 0.32838
H -1.21756 -6.00982 -1.36974
H 1.11907 -5.84758 -2.15349
H 2.62680 -4.15134 -1.18228
H 1.79282 -2.61567 0.57038
H -3.28186 -2.86526 0.32207
H -5.56221 -2.92432 1.19637
H -6.05530 -2.10311 3.47363
H -4.22533 -1.21067 4.88444
H -1.91394 -1.23481 4.05999
H 4.40193 0.53068 3.00207
H 5.74817 2.48568 3.65416
H 5.32079 5.48758 3.65263
H 4.95548 4.98873 5.28655
H 3.43042 6.92041 3.68905
H 3.03083 6.36991 5.29882
H 0.43047 6.43860 3.57581
H -0.84293 4.76661 2.35336
H -2.16178 3.04732 3.49463
H -4.54694 2.54359 3.80492
H -5.73866 1.08911 2.20137
H -4.50257 0.06329 0.30369
H -2.16541 0.53581 -0.02929
H -2.58057 3.94338 0.24448
H -2.72270 5.62772 -1.55101
H -0.72660 6.17518 -2.90392
H 1.43291 5.07191 -2.42767
H 1.59456 3.39992 -0.62128
N 3.81675 -0.91073 -2.61265
C 3.29481 -1.01248 -1.40213
N 2.11992 -0.39274 -1.40760
C 1.99089 0.07133 -2.69832
N 3.00948 -0.22582 -3.44902
C 0.80784 0.83836 -3.07170
C 0.61504 1.36104 -4.33689
N -0.48342 2.04170 -4.64446
C -1.39247 2.18623 -3.69284
C -1.21173 1.66549 -2.41633
N -0.10370 0.99963 -2.09234
H 4.70376 -1.26188 -2.94913
H 3.75844 -1.49802 -0.55852
H 1.36305 1.22316 -5.10831
H -2.29765 2.72788 -3.93605
H -1.96699 1.79587 -1.65636
C -4.32631 -5.33207 -6.40008
C -2.90495 -4.94869 -5.98792
C -2.13408 -6.23497 -5.65383
C -2.23085 -4.24109 -7.17268
C -2.88231 -4.02480 -4.77000
C -4.04894 -3.61898 -4.11626
C -4.03910 -2.78265 -2.99964
C -2.80925 -2.36487 -2.55601
O -2.48771 -1.55386 -1.47164
B -1.09987 -1.49768 -1.44560
O -0.56280 -2.20155 -2.51860
C -1.64512 -2.75527 -3.18851
C -1.64557 -3.57494 -4.28755
H -4.28148 -5.98455 -7.27207
H -4.91952 -4.45785 -6.67484
H -4.84679 -5.87654 -5.60970
H -2.14283 -6.90600 -6.51381
H -2.59470 -6.75659 -4.81213
H -1.09089 -6.03009 -5.40405
H -2.25582 -4.88563 -8.05233
H -1.18504 -4.00539 -6.96651
H -2.74961 -3.31246 -7.41781
H -5.00670 -3.95727 -4.48297
H -4.95824 -2.47732 -2.51650
H -0.71516 -3.86192 -4.76067
*
```

# CH2N2O3S

CH2N2O3S in the gas phase in a non-equilibrium geometry (ωB97M-V/def2-TZVPD, the OMol25 dataset).

The orbital gap is 10.2 eV. The HOMO energy is -10.74 eV. As for the energy above the lowest of the compared OMol25 structures with the same formula, charge and spin: 1.727 eV.

ORCA input file:
```
! RIJCOSX wB97M-V def2-TZVPD def2/J DEFGRID3
* xyz 0 1
C 1.95129 -0.01898 0.21537
N 0.76558 -0.01157 0.51044
N -1.29173 -1.12611 -0.83007
O 3.01484 0.10340 -0.19872
O -1.54876 0.32195 1.27689
O -1.33360 1.55754 -0.71327
S -1.25836 0.24730 -0.12786
H 0.47642 -0.00173 1.48220
H -0.77568 -1.07181 -1.61498
*
```

# C3H7O2S

A 2-piece molecular cluster, C3H7O2S overall in a non-equilibrium geometry (ωB97M-V/def2-TZVPD, the OMol25 dataset).

The orbital gap (spin up / spin down) is 10.2 / 7.0 eV. The HOMO energy (spin up / spin down) is -9.78 / -9.44 eV. As for the energy above the lowest of the compared OMol25 structures with the same formula, charge and spin: 1.058 eV.

ORCA input file:
```
! RIJCOSX wB97M-V def2-TZVPD def2/J DEFGRID3
* xyz 0 2
O -1.37174 2.18909 0.77541
C -0.72915 1.42333 1.49681
C 0.52558 0.77103 0.83055
C 0.31871 -0.69310 0.49139
S 1.80938 -1.36495 -0.11068
H -1.15476 0.93856 2.44909
H 1.42957 0.96302 1.44067
H 0.54435 1.24950 -0.17064
H -0.49935 -0.82049 -0.15731
H 0.09262 -1.21002 1.47113
H 0.38638 -1.37643 -2.78319
H -1.01854 -1.15445 -2.52759
O -0.33305 -0.91507 -3.20564
*
```

# C3H7BrNO

A 2-piece molecular cluster, C3H7BrNO overall in a non-equilibrium geometry (ωB97M-V/def2-TZVPD, the OMol25 dataset).

The orbital gap (spin up / spin down) is 7.9 / 5.1 eV. The HOMO energy (spin up / spin down) is -11.23 / -14.34 eV. As for the energy above the lowest of the compared OMol25 structures with the same formula, charge and spin: 0.642 eV.

ORCA input file:
```
! RIJCOSX wB97M-V def2-TZVPD def2/J DEFGRID3
* xyz 1 3
C 0.03597 1.27510 0.74544
C -0.39292 -0.16939 0.89436
C -1.85578 0.89346 -0.33273
N -1.10257 1.88774 -0.02511
O -1.65222 -0.18807 0.32341
Br 3.59963 -0.60090 -0.34562
H 0.17174 1.74887 1.78401
H 0.89280 1.40147 0.13834
H 0.37980 -0.90192 0.35733
H -0.48542 -0.60801 1.90437
H -2.59875 1.04646 -1.07413
H 3.16617 -1.24961 -1.45796
H -0.93856 2.77469 -0.56263
*
```

Repeat the fourth record exactly.
# C3H7BrNO

A 2-piece molecular cluster, C3H7BrNO overall in a non-equilibrium geometry (ωB97M-V/def2-TZVPD, the OMol25 dataset).

The orbital gap (spin up / spin down) is 7.9 / 5.1 eV. The HOMO energy (spin up / spin down) is -11.23 / -14.34 eV. As for the energy above the lowest of the compared OMol25 structures with the same formula, charge and spin: 0.642 eV.

ORCA input file:
```
! RIJCOSX wB97M-V def2-TZVPD def2/J DEFGRID3
* xyz 1 3
C 0.03597 1.27510 0.74544
C -0.39292 -0.16939 0.89436
C -1.85578 0.89346 -0.33273
N -1.10257 1.88774 -0.02511
O -1.65222 -0.18807 0.32341
Br 3.59963 -0.60090 -0.34562
H 0.17174 1.74887 1.78401
H 0.89280 1.40147 0.13834
H 0.37980 -0.90192 0.35733
H -0.48542 -0.60801 1.90437
H -2.59875 1.04646 -1.07413
H 3.16617 -1.24961 -1.45796
H -0.93856 2.77469 -0.56263
*
```